Here is a 2-piece molecular cluster, C3H12NO2 overall from the OMol25 dataset. Energies are from ωB97M-V/def2-TZVPD.

Its HOMO-LUMO gap is 10.540 eV. Its spin multiplicity is 1. As for the LUMO energy: -0.1210 Eh. The calculation puts the total energy at -326.4425 Eh. The total charge is +1. Its largest force on an atom is 3.6 eV/Å.

XYZ file:
```
18
Properties=species:S:1:pos:R:3:nbo_charge:R:1
O 1.12 -1.85 -0.19 -0.74
O -1.96 1.80 -4.17 -0.94
N 0.93 0.43 1.32 -0.53
C 0.13 -0.82 1.67 -0.25
C -0.12 -1.62 0.34 -0.08
C 0.28 1.71 1.79 -0.41
H -2.23 0.91 -4.51 0.47
H 1.02 0.48 0.22 0.46
H -0.77 -1.20 -0.39 0.19
H 0.90 2.40 1.28 0.22
H 0.66 -1.47 2.36 0.24
H 1.29 -2.72 -0.53 0.51
H -0.68 -2.52 0.74 0.20
H -0.68 -0.53 2.33 0.24
H -2.77 2.31 -4.18 0.47
H -0.65 1.75 1.19 0.24
H 0.38 1.88 2.84 0.25
H 1.96 0.42 1.51 0.45
```